(1)
C26H27F6MoN6O7S2 | ωB97M-V with the def2-TZVPD basis set

Last column: Löwdin charge in e.
CARTESIAN COORDINATES (ANGSTROEM)
Mo: -0.146 0.197 -0.146  1.77
C: -1.900 -0.537 5.210  -0.07
C: -1.487 0.710 4.767  -0.06
C: -0.671 0.817 3.648  -0.04
C: -0.278 -0.343 3.004  -0.28
C: -0.678 -1.599 3.428  -0.02
C: -1.497 -1.687 4.545  -0.06
N: 0.588 -0.234 1.846  -0.08
N: 1.792 -0.439 2.110  0.16
C: 2.619 -0.276 1.005  -0.31
C: 3.983 -0.489 1.173  0.01
C: 4.812 -0.302 0.080  -0.05
C: 4.254 0.096 -1.128  -0.04
C: 2.882 0.301 -1.272  -0.12
C: 2.013 0.117 -0.199  -0.21
H: -2.540 -0.615 6.078  0.11
H: -1.796 1.603 5.293  0.11
H: -0.336 1.781 3.287  0.10
H: -0.368 -2.483 2.886  0.12
H: -1.823 -2.658 4.892  0.12
H: 4.362 -0.795 2.138  0.12
H: 5.878 -0.460 0.165  0.11
H: 4.896 0.249 -1.985  0.12
H: 2.520 0.615 -2.240  0.09
F: -1.837 0.527 -3.999  0.16
C: -1.490 -0.749 -3.843  -0.66
F: -2.466 -1.425 -3.268  0.16
F: -1.209 -1.279 -5.011  0.19
S: 0.111 -0.785 -2.811  0.70
O: 0.214 0.592 -2.223  -0.44
O: 1.122 -1.217 -3.702  -0.20
N: -0.034 -1.579 -1.439  -0.41
S: -0.416 -3.165 -1.304  0.65
O: -0.942 -3.642 -2.535  -0.23
O: -1.074 -3.310 -0.050  -0.25
C: 1.267 -3.953 -1.091  -0.67
F: 2.124 -3.059 -0.601  0.14
F: 1.702 -4.397 -2.256  0.17
F: 1.156 -4.960 -0.238  0.17
O: -4.046 -0.819 2.451  0.10
C: -4.723 -0.570 1.324  -0.23
C: -6.118 -0.636 1.396  0.01
C: -6.883 -0.397 0.278  -0.04
C: -6.296 -0.078 -0.952  -0.07
C: -4.930 0.000 -1.036  -0.01
C: -4.124 -0.240 0.092  -0.06
C: -2.691 -0.123 -0.056  -0.51
O: -2.119 0.263 -1.120  -0.12
O: -1.881 -0.368 0.922  -0.14
H: -3.090 -0.819 2.279  0.08
H: -6.568 -0.888 2.346  0.13
H: -7.960 -0.464 0.353  0.12
H: -6.912 0.098 -1.822  0.11
H: -4.445 0.242 -1.971  0.12
C: 1.281 4.229 -1.761  -0.03
N: 0.881 3.589 -0.519  -0.14
C: 1.965 3.276 0.402  -0.03
C: -0.401 3.280 -0.242  -0.41
N: -0.673 2.157 0.424  0.00
N: -1.386 4.099 -0.653  -0.13
C: -1.212 5.540 -0.777  -0.03
C: -2.754 3.611 -0.783  -0.02
H: 2.097 3.651 -2.197  0.10
H: 1.631 5.252 -1.602  0.10
H: 0.453 4.234 -2.463  0.10
H: 2.497 4.200 0.642  0.10
H: 2.668 2.570 -0.041  0.07
H: 1.559 2.850 1.316  0.08
H: -1.573 2.193 0.889  0.08
H: -0.278 5.846 -0.314  0.09
H: -2.031 6.034 -0.252  0.10
H: -1.223 5.860 -1.820  0.10
H: -2.751 2.585 -1.144  0.08
H: -3.271 4.236 -1.508  0.10
H: -3.298 3.669 0.165  0.10

2S+1: 3
Gap between HOMO and LUMO (spin up / spin down) (eV): 7.788 / 6.817
Net charge: +1

=====

(2)
C26H27N3O4 | ωB97M-V with the def2-TZVPD basis set

Last column: natural (NBO) charge in e.
CARTESIAN COORDINATES (ANGSTROEM)
C: 3.094 4.727 -3.965  -0.62
C: 2.505 3.382 -3.570  -0.06
O: 1.432 3.630 -2.686  -0.49
C: 0.756 2.576 -2.163  0.26
C: 1.000 1.244 -2.446  -0.30
C: 0.252 0.238 -1.848  -0.18
C: -0.754 0.553 -0.958  -0.06
C: -1.577 -0.500 -0.232  -0.09
C: -1.422 -1.863 -0.796  0.17
N: -2.230 -2.477 -1.715  -0.53
C: -1.730 -3.728 -1.960  0.21
C: -2.188 -4.726 -2.809  -0.26
C: -1.478 -5.907 -2.850  -0.22
C: -0.336 -6.097 -2.067  -0.24
C: 0.127 -5.113 -1.223  -0.19
C: -0.571 -3.907 -1.159  -0.10
C: -0.402 -2.695 -0.432  -0.10
C: 0.590 -2.232 0.576  -0.41
C: -0.150 -1.465 1.677  -0.12
C: 0.842 -0.664 2.535  0.69
O: 2.043 -0.719 2.396  -0.60
N: 0.207 0.087 3.459  -0.44
C: 0.921 0.978 4.323  -0.06
C: 0.751 0.824 5.807  -0.43
C: 2.043 0.440 5.157  -0.39
C: -1.240 0.116 3.482  -0.31
C: -1.808 0.232 2.070  0.69
O: -2.741 0.968 1.804  -0.64
N: -1.175 -0.553 1.184  -0.42
C: -1.022 1.893 -0.678  -0.32
C: -0.283 2.904 -1.261  0.34
O: -0.474 4.234 -1.040  -0.50
C: -1.503 4.618 -0.161  -0.25
H: 3.442 5.251 -3.079  0.21
H: 3.927 4.582 -4.647  0.21
H: 2.335 5.335 -4.449  0.21
H: 2.146 2.848 -4.462  0.17
H: 3.268 2.763 -3.076  0.17
H: 1.780 0.966 -3.137  0.22
H: 0.465 -0.790 -2.096  0.21
H: -2.628 -0.181 -0.229  0.25
H: -3.039 -2.069 -2.151  0.42
H: -3.070 -4.579 -3.415  0.21
H: -1.809 -6.704 -3.500  0.21
H: 0.189 -7.039 -2.131  0.21
H: 1.012 -5.265 -0.623  0.21
H: 1.130 -3.063 1.028  0.24
H: 1.329 -1.565 0.122  0.24
H: -0.643 -2.200 2.336  0.21
H: 1.019 1.982 3.922  0.21
H: 0.108 0.032 6.159  0.22
H: 0.714 1.718 6.409  0.22
H: 2.908 1.067 5.298  0.22
H: 2.276 -0.608 5.059  0.23
H: -1.576 0.973 4.066  0.25
H: -1.641 -0.798 3.945  0.21
H: -1.819 2.124 0.009  0.25
H: -1.467 5.706 -0.127  0.20
H: -2.485 4.300 -0.526  0.18
H: -1.348 4.217 0.845  0.18

Gap between HOMO and LUMO (eV): 8.537
SMILES: CCOc1ccc([C@H]2c3[nH]c4ccccc4c3C[C@H]3C(=O)N(C4CC4)CC(=O)N23)cc1OC

=====

(3)
C26H28BaF6NO2 | ωB97M-V with the def2-TZVPD basis set

Last column: Löwdin charge in e.
CARTESIAN COORDINATES (ANGSTROEM)
C: 2.230 0.394 1.611  -0.22
C: 2.281 -0.294 0.370  -0.17
C: 2.293 0.668 -0.669  -0.18
H: 2.314 -1.372 0.235  0.08
C: 2.287 1.959 -0.079  -0.26
C: 2.254 1.790 1.339  -0.34
H: 2.360 2.906 -0.617  0.05
C: -1.640 -1.329 1.302  -0.27
C: -0.476 -1.965 0.795  -0.17
C: -0.593 -2.046 -0.613  -0.10
H: 0.341 -2.364 1.389  0.08
C: -1.846 -1.495 -0.987  -0.28
C: -2.488 -1.031 0.197  -0.20
H: 2.324 0.447 -1.736  0.07
H: 2.306 2.580 2.094  0.06
H: 2.218 -0.063 2.601  0.08
H: -3.499 -0.615 0.252  0.07
H: 0.121 -2.495 -1.298  0.09
H: -1.880 -1.197 2.356  0.05
Ba: -0.881 1.821 1.387  1.87
C: -2.473 -1.552 -2.364  -0.50
C: -3.816 -2.293 -2.243  -0.07
C: -1.608 -2.352 -3.361  -0.06
H: -3.643 -3.312 -1.852  0.09
H: -4.276 -2.379 -3.242  0.07
H: -4.529 -1.783 -1.576  0.07
H: -1.449 -3.392 -3.051  0.09
H: -0.628 -1.871 -3.462  0.06
H: -2.095 -2.320 -4.349  0.08
C: -2.667 -0.114 -2.940  -0.05
C: -1.332 0.452 -3.459  -0.42
H: -3.031 0.591 -2.153  0.13
H: -3.398 -0.164 -3.775  0.11
O: -0.225 0.007 -3.076  0.04
N: -1.444 1.437 -4.414  0.04
C: -0.433 2.476 -4.477  -0.15
H: -2.354 1.617 -4.851  0.14
C: 0.962 1.907 -4.580  -0.23
C: 2.027 2.588 -3.979  -0.06
H: 1.793 3.505 -3.425  0.11
C: 3.332 2.088 -4.061  -0.09
H: 4.145 2.665 -3.611  0.10
C: 3.579 0.891 -4.745  -0.10
H: 4.603 0.531 -4.857  0.09
C: 2.516 0.182 -5.324  -0.08
H: 2.690 -0.759 -5.856  0.10
C: 1.218 0.703 -5.257  -0.05
H: 0.391 0.152 -5.719  0.11
H: -0.516 3.115 -3.581  0.12
H: -0.621 3.124 -5.335  0.12
C: 0.466 2.000 5.267  0.01
C: -0.575 1.084 4.626  -0.49
O: -0.236 0.758 3.336  -0.50
C: -0.866 -0.249 5.452  -0.46
F: -1.273 0.063 6.725  0.11
F: -1.842 -0.997 4.855  0.13
F: 0.234 -1.051 5.535  0.14
C: -1.880 1.915 4.452  -0.50
F: -2.417 2.409 5.563  0.17
F: -1.588 3.032 3.611  -0.10
F: -2.828 1.222 3.719  0.08
H: 1.464 1.517 5.289  0.11
H: 0.126 2.252 6.281  0.09
H: 0.501 2.927 4.662  0.09

Gap between HOMO and LUMO (eV): 4.419
Net charge: -1

=====

(4)
C26H28Br8O6 | ωB97M-V with the def2-TZVPD basis set

Last column: natural (NBO) charge in e.
CARTESIAN COORDINATES (ANGSTROEM)
Br: 1.229 0.552 3.021  0.18
C: 2.485 -0.860 2.935  -0.53
C: 3.263 -0.985 4.232  -0.42
Br: 4.308 0.690 4.406  -0.03
H: 3.147 -0.686 2.087  0.23
H: 1.802 -1.673 2.687  0.26
H: 4.023 -1.752 4.385  0.24
H: 2.516 -1.107 5.016  0.22
Br: 0.407 3.060 -1.503  0.08
C: -1.284 2.127 -1.868  -0.47
C: -2.128 2.026 -0.672  -0.41
Br: -4.020 1.349 -1.013  -0.03
H: -1.028 1.125 -2.214  0.25
H: -1.909 2.533 -2.664  0.26
H: -2.311 3.012 -0.244  0.21
H: -1.715 1.393 0.112  0.21
Br: -2.907 -4.431 2.265  0.01
C: -3.250 -2.777 1.317  -0.50
C: -2.060 -2.161 0.690  -0.49
Br: -2.405 -0.257 0.296  0.06
H: -3.556 -2.064 2.083  0.22
H: -4.015 -2.897 0.550  0.22
H: -1.743 -2.641 -0.236  0.21
H: -1.282 -2.078 1.448  0.22
Br: 2.552 -4.292 0.748  -0.04
C: 1.379 -5.470 1.859  -0.42
C: 0.146 -4.707 2.058  -0.39
Br: -1.037 -5.712 3.348  -0.02
H: 1.867 -5.680 2.811  0.23
H: 1.263 -6.440 1.375  0.23
H: -0.441 -4.456 1.175  0.22
H: 0.380 -3.766 2.556  0.25
C: -0.353 2.552 3.508  -0.28
C: -0.676 3.649 4.200  -0.20
C: -1.201 4.874 3.573  0.50
O: -1.656 5.721 4.217  -0.45
C: -1.140 4.818 2.057  -0.22
C: -0.692 3.733 1.381  -0.28
C: -0.357 2.458 2.023  0.53
O: -0.135 1.428 1.355  -0.61
H: -0.039 1.700 4.092  0.24
H: -0.560 3.595 5.273  0.23
H: -1.278 5.683 1.425  0.23
H: -0.566 3.692 0.309  0.25
C: 0.995 0.625 -4.662  -0.22
C: 1.641 0.380 -5.803  -0.22
C: 1.488 1.110 -7.061  0.47
O: 2.174 0.934 -8.066  -0.47
C: 0.363 2.073 -6.905  -0.21
C: -0.348 2.239 -5.787  -0.24
C: -0.159 1.543 -4.524  0.57
O: -0.920 1.732 -3.589  -0.59
H: 1.276 -0.078 -3.891  0.24
H: 2.400 -0.388 -5.797  0.22
H: 0.082 2.582 -7.815  0.23
H: -1.174 2.929 -5.878  0.23
C: 0.267 -2.201 -0.941  -0.23
C: 0.470 -1.257 -1.928  -0.24
C: 0.923 0.110 -1.604  0.47
O: 1.150 1.013 -2.386  -0.56
C: 0.858 0.402 -0.181  -0.18
C: 0.635 -0.503 0.765  -0.26
C: 0.428 -1.913 0.462  0.55
O: 0.528 -2.703 1.354  -0.62
H: -0.157 -3.173 -1.142  0.22
H: 0.389 -1.646 -2.932  0.23
H: 1.121 1.413 0.092  0.24
H: 0.546 -0.098 1.762  0.19

Gap between HOMO and LUMO (eV): 6.097

=====

(5)
C26H28BrFINOPt | ωB97M-V with the def2-TZVPD basis set

Last column: natural (NBO) charge in e.
CARTESIAN COORDINATES (ANGSTROEM)
Pt: -0.635 0.535 0.623  0.72
C: -3.452 -1.434 0.515  -0.61
C: -4.376 -0.940 -0.598  -0.26
C: -4.265 -1.854 -1.828  -0.60
C: -4.222 0.533 -0.943  0.07
C: -5.392 1.259 -1.021  -0.21
C: -5.397 2.617 -1.323  -0.03
C: -4.195 3.284 -1.525  -0.21
C: -2.980 2.636 -1.454  0.06
C: -1.741 3.490 -1.670  -0.26
C: -0.638 3.304 -0.624  -0.62
C: -1.165 3.347 -3.088  -0.60
C: -2.983 1.219 -1.211  0.20
N: -1.784 0.527 -1.282  -0.44
C: -1.326 -0.017 -2.413  0.09
C: -2.062 0.066 -3.637  -0.17
C: -1.569 -0.478 -4.789  -0.20
C: -0.330 -1.135 -4.799  -0.06
C: 0.416 -1.255 -3.627  -0.29
C: -0.079 -0.713 -2.477  0.49
F: 0.621 -0.842 -1.349  -0.30
H: -3.845 -2.350 0.957  0.25
H: -3.369 -0.695 1.320  0.21
H: -2.475 -1.685 0.103  0.20
H: -5.394 -1.032 -0.219  0.23
H: -3.235 -1.944 -2.174  0.20
H: -4.877 -1.486 -2.652  0.22
H: -4.618 -2.852 -1.567  0.24
H: -6.331 0.753 -0.840  0.25
H: -6.333 3.156 -1.384  0.25
H: -4.205 4.346 -1.737  0.25
H: -2.090 4.517 -1.566  0.24
H: -0.002 2.451 -0.877  0.20
H: -1.062 3.209 0.381  0.21
H: 0.017 4.176 -0.621  0.26
H: -0.645 2.398 -3.219  0.20
H: -0.448 4.148 -3.267  0.24
H: -1.947 3.426 -3.843  0.23
H: -3.016 0.576 -3.624  0.24
H: -2.142 -0.396 -5.703  0.26
H: 0.051 -1.557 -5.719  0.25
H: 1.369 -1.766 -3.614  0.27
Br: -2.597 -2.997 4.337  0.10
C: -1.005 -3.980 4.072  -0.12
C: -0.870 -5.227 4.664  -0.21
C: 0.274 -5.978 4.446  -0.16
C: 1.295 -5.489 3.641  -0.19
C: 1.180 -4.239 3.057  -0.22
C: 0.037 -3.493 3.290  -0.16
I: -0.018 -1.504 2.497  0.23
H: -1.665 -5.600 5.295  0.25
H: 0.366 -6.954 4.901  0.24
H: 2.187 -6.076 3.469  0.24
H: 1.977 -3.840 2.444  0.24
C: 1.169 1.996 2.773  -0.75
C: 1.093 1.424 1.396  0.42
O: 1.922 1.404 0.557  -0.39
H: 1.735 2.929 2.736  0.28
H: 1.741 1.291 3.383  0.29
H: 0.198 2.150 3.232  0.26

2S+1: 5
Gap between HOMO and LUMO (spin up / spin down) (eV): 8.285 / 4.167
Net charge: +2

=====

(6)
C26H28Cl2F4N5O2SSr | ωB97M-V with the def2-TZVPD basis set

Last column: natural (NBO) charge in e.
CARTESIAN COORDINATES (ANGSTROEM)
Sr: -0.220 -0.974 0.818  1.83
C: 1.467 1.334 -1.577  -0.43
N: 0.866 2.444 -0.855  -0.45
C: 1.769 3.576 -0.865  -0.41
C: -0.453 2.784 -1.385  -0.22
C: -1.616 2.124 -0.656  -0.23
N: -1.567 0.674 -0.723  -0.79
C: -2.695 -0.021 -0.569  0.16
C: -2.671 -1.425 -0.802  0.16
F: -1.485 -1.978 -1.242  -0.36
C: -3.747 -2.266 -0.645  0.38
F: -3.584 -3.572 -0.919  -0.32
C: -4.976 -1.802 -0.229  -0.44
C: -5.044 -0.440 0.023  0.37
F: -6.208 0.077 0.463  -0.32
C: -3.979 0.415 -0.127  0.20
F: -4.176 1.709 0.222  -0.33
H: 1.807 1.633 -2.584  0.16
H: 0.729 0.547 -1.699  0.22
H: 2.328 0.948 -1.027  0.20
H: 2.733 3.273 -0.452  0.20
H: 1.371 4.385 -0.251  0.20
H: 1.948 3.964 -1.884  0.16
H: -0.511 2.551 -2.461  0.17
H: -0.591 3.865 -1.282  0.19
H: -2.529 2.525 -1.111  0.18
H: -1.593 2.482 0.383  0.17
H: -5.819 -2.457 -0.078  0.24
N: 3.859 -2.685 2.439  -0.58
C: 3.448 -2.399 3.731  0.16
C: 3.994 -2.683 4.968  -0.28
C: 3.308 -2.224 6.094  -0.25
C: 2.122 -1.508 5.965  -0.23
C: 1.574 -1.221 4.718  -0.25
C: 2.246 -1.673 3.585  0.11
N: 1.934 -1.536 2.252  -0.67
C: 2.906 -2.174 1.568  0.33
C: 2.977 -2.326 0.177  -0.03
C: 4.023 -2.901 -0.584  -0.59
S: 3.593 -2.858 -2.266  0.32
C: 2.077 -2.134 -1.847  -0.14
N: 1.893 -1.914 -0.590  -0.52
H: 4.565 -3.346 2.174  0.41
H: 4.918 -3.241 5.064  0.20
H: 3.706 -2.432 7.079  0.20
H: 1.611 -1.165 6.857  0.20
H: 0.648 -0.665 4.623  0.22
H: 5.043 -3.075 -0.282  0.22
H: 1.336 -1.901 -2.599  0.22
Cl: -4.440 -2.524 3.707  -0.02
C: -2.816 -2.000 4.210  -0.31
Cl: -2.911 -0.725 5.432  -0.02
C: -2.015 -1.582 2.957  0.74
O: -1.622 -2.536 2.244  -0.78
O: -1.791 -0.368 2.745  -0.78
H: -2.332 -2.856 4.667  0.23
C: 1.995 3.900 2.945  -0.60
C: 0.676 3.131 2.941  -0.31
C: -0.048 3.269 4.286  -0.60
C: 0.870 1.700 2.597  -0.30
H: 1.831 4.962 3.143  0.20
H: 2.505 3.805 1.985  0.21
H: 2.656 3.506 3.721  0.20
H: 0.019 3.581 2.179  0.21
H: 0.570 2.866 5.091  0.20
H: -0.991 2.719 4.276  0.22
H: -0.261 4.318 4.506  0.19
H: 0.065 1.003 2.797  0.19
H: 1.786 1.340 2.145  0.18

Gap between HOMO and LUMO (spin up / spin down) (eV): 4.649 / 6.936
Net charge: -1

=====

(7)
C26H28CoN5O4 | ωB97M-V with the def2-TZVPD basis set

Last column: natural (NBO) charge in e.
CARTESIAN COORDINATES (ANGSTROEM)
Co: -0.073 1.154 -0.745  1.30
C: 3.750 1.360 1.198  -0.69
C: 2.311 1.230 0.804  0.27
N: 1.919 1.173 -0.431  -0.27
O: 2.862 1.344 -1.450  -0.55
C: 1.280 1.181 1.811  -0.01
C: 1.521 1.109 3.286  -0.66
N: 0.050 1.186 1.334  -0.08
O: -0.941 1.075 2.108  -0.53
H: 4.417 1.215 0.353  0.23
H: 3.985 0.607 1.950  0.25
H: 3.937 2.337 1.648  0.24
H: 3.375 2.137 -1.242  0.46
H: 2.536 1.400 3.551  0.21
H: 1.336 0.101 3.667  0.22
H: 0.816 1.768 3.793  0.24
C: -1.727 4.420 -2.328  -0.61
C: -1.113 4.016 -0.974  -0.23
C: -2.228 3.480 -0.059  -0.61
C: -0.024 3.017 -1.207  -0.16
C: -0.442 5.202 -0.266  0.00
C: -0.885 6.506 -0.465  -0.21
C: -0.309 7.564 0.225  -0.20
C: 0.718 7.338 1.128  -0.22
C: 1.161 6.041 1.342  -0.22
C: 0.585 4.984 0.652  -0.16
H: -2.011 3.518 -2.872  0.23
H: -1.013 4.984 -2.931  0.21
H: -2.628 5.022 -2.196  0.21
H: -2.820 2.729 -0.585  0.22
H: -2.888 4.299 0.229  0.21
H: -1.822 3.033 0.849  0.24
H: 0.575 3.205 -2.105  0.15
H: -1.684 6.708 -1.166  0.22
H: -0.668 8.571 0.053  0.21
H: 1.166 8.165 1.664  0.21
H: 1.954 5.849 2.054  0.21
H: 0.919 3.969 0.840  0.21
O: -1.601 0.975 -1.860  -0.33
O: -0.761 0.582 -2.790  -0.28
N: -1.407 -5.892 0.393  -0.55
C: -1.255 -7.231 0.113  0.17
C: -1.855 -8.378 0.623  -0.26
C: -1.442 -9.582 0.088  -0.20
C: -0.465 -9.644 -0.919  -0.23
C: 0.127 -8.503 -1.420  -0.18
C: -0.277 -7.276 -0.894  0.06
N: 0.141 -5.999 -1.206  -0.44
C: -0.548 -5.208 -0.429  0.33
C: -0.423 -3.749 -0.428  0.05
C: -1.144 -2.927 0.430  -0.26
C: -0.965 -1.557 0.366  0.06
N: -0.124 -0.985 -0.494  -0.52
C: 0.567 -1.770 -1.326  0.07
C: 0.455 -3.144 -1.324  -0.25
H: -2.043 -5.493 1.059  0.42
H: -2.609 -8.334 1.398  0.22
H: -1.882 -10.501 0.453  0.22
H: -0.175 -10.611 -1.306  0.22
H: 0.879 -8.544 -2.196  0.22
H: -1.844 -3.324 1.153  0.21
H: -1.503 -0.887 1.027  0.24
H: 1.229 -1.264 -2.018  0.22
H: 1.028 -3.753 -2.008  0.25

2S+1: 5
Gap between HOMO and LUMO (spin up / spin down) (eV): 6.753 / 7.596